[1]
C53H51BrIrN3O2P2Si | ωB97M-V/def2-TZVPD

Computed properties:
HOMO-LUMO gap: 6.918 eV
HOMO energy: -12.76 eV
Total energy: -6015.146347 Eh
Strongest force on any atom: 2.62 eV/Å

```
! RIJCOSX wB97M-V def2-TZVPD def2/J DEFGRID3
* xyz 2 1
N -2.66999 0.11401 -0.58465
H 0.52289 4.68176 -0.86298
C -4.49858 2.25556 -1.80351
Si -4.10384 0.45071 -1.61457
Ir -0.60384 -0.55469 -0.27042
C -2.67508 0.32967 0.71873
C 0.20270 -5.69417 0.77246
C -5.49268 -0.43429 -0.72255
C -3.49038 1.29339 2.97610
C 2.32330 -1.11235 -2.47053
C -2.25428 -3.04715 0.44165
H 4.04074 -2.62176 -4.95992
C 3.50369 -2.50509 -4.02811
H -1.46785 2.12072 -4.98464
C -1.51108 2.63450 -4.03230
C -2.07761 4.58102 -2.73867
H -0.72065 -1.47319 4.34763
H -2.83774 -4.01906 -3.20128
H 3.74472 -4.55618 -3.45729
C 0.54237 -5.86619 2.10773
H -2.05346 -2.73259 1.45394
C 2.99646 -1.25933 -3.66890
C 0.48090 -4.49420 0.13714
H -2.46204 0.16688 4.59588
C -1.06811 2.51347 1.32502
H 4.44391 2.49332 2.98497
H -2.34132 4.43124 -4.86079
C 6.05545 2.18240 -0.07870
C 5.53500 -0.41384 1.39646
C 4.56914 0.52027 1.03990
H 6.31799 3.23503 -0.18252
H -0.65907 1.00100 -2.93834
H -1.70269 4.46349 -0.63542
H -4.64939 -5.80285 -0.76642
H -0.37045 -2.07619 2.72166
H -5.57798 2.36927 -1.94140
H -6.19694 0.26871 -0.27114
H 1.89918 -2.83115 2.73183
H -4.40124 1.55674 0.94723
O -4.22595 -5.37745 -1.52229
N -1.69644 -0.30033 1.35312
H -4.62997 0.17501 -3.95891
C -0.63970 3.08727 3.69609
P -0.33013 1.88885 -0.22299
C -3.86954 -0.26693 -3.30830
C -1.07062 2.00043 -2.88038
H 6.53489 -0.07562 1.63981
C -3.44377 1.37224 1.42991
C -3.37242 -4.42788 -1.14921
H -6.06247 -1.04874 -1.42446
H -3.64501 -4.56152 0.99560
H 2.65930 5.84575 -0.61600
H 3.12809 -0.40803 -4.32474
C -1.92481 3.09740 4.02805
C 2.98968 -1.31998 0.76412
C 1.38343 4.13098 -0.51618
C -2.98455 2.78047 3.02952
H 2.54954 -4.30291 -1.32566
H 0.84756 2.64838 2.17149
C -0.22015 2.72950 2.33828
H 0.12938 3.31080 4.42358
H 3.79845 -3.29593 1.05758
H 1.93917 -0.13571 -2.18495
H -4.01052 2.66556 -2.68839
C 4.88721 2.00497 0.90578
C -0.50647 -1.18085 3.32103
C 2.13991 -2.20978 -1.62452
P 1.41486 -1.87141 0.00902
H 5.79545 1.79222 -1.06389
C 5.27138 2.58015 2.27852
H 6.03056 -2.47850 1.69951
H 5.53965 3.63392 2.19219
H 4.64111 4.65404 0.20590
H -2.23335 3.30032 5.04775
H 0.23241 -4.37733 -0.91140
C -2.00886 3.92890 -3.96173
C -1.82792 -2.75944 -1.78516
C 2.66284 -3.44662 -1.97724
Br -0.87800 -1.75516 -3.05385
H -2.89796 -0.03175 -3.73791
C -2.49199 0.31491 3.52371
H 6.94367 1.65710 0.27339
H -4.01061 -1.34920 -3.33095
H 0.33803 -6.80767 2.60101
C 1.28636 2.77405 -0.21715
C -2.57205 2.67373 1.53485
H -2.95352 3.47537 0.89995
C 3.99423 -2.23131 1.08471
H -3.82787 3.45874 3.15883
C 3.34028 -3.59041 -3.18396
H -2.46947 5.58826 -2.68140
H -0.27070 -6.49803 0.22331
C 1.42492 -3.63010 2.17742
C -2.68610 -3.75929 -2.16350
H 0.43995 -0.62920 3.31380
H 1.43720 -4.97564 3.84260
C -1.60141 -0.33377 2.77717
C 2.44102 2.12925 0.19693
C -1.12677 2.65162 -1.65221
O 2.25607 0.81447 0.45058
C 3.71234 4.11241 0.07600
H -4.20598 2.87047 -0.95121
C 3.30397 0.02486 0.77378
H -5.12394 -1.09155 0.06922
H 6.13071 2.04937 2.69166
C 2.59198 4.79336 -0.37653
C -1.64563 3.94362 -1.58470
C 1.15535 -4.83624 2.80700
C 3.66649 2.75520 0.37068
H -4.48040 1.15775 3.40824
N -1.59646 -2.38957 -0.52897
C 1.09748 -3.45154 0.83373
C -3.14090 -4.06139 0.17873
C 5.25533 -1.77380 1.43126
*
```

Atom charges from the Löwdin analysis, given in e for atoms 1 to 4:
1. N -0.076
2. H 0.097
3. C -0.141
4. Si 0.456

***

[2]
C53H51N9O3S5W | ωB97M-V/def2-TZVPD

Computed properties:
HOMO-LUMO gap (spin up / spin down): 4.676 / 5.532 eV
Expectation value of S²: 2.05
HOMO energy (spin up / spin down): -6.09 / -7.04 eV
Total energy: -4826.753436 Eh
Strongest force on any atom: 5.08 eV/Å

```
! RIJCOSX wB97M-V def2-TZVPD def2/J DEFGRID3
* xyz 0 3
C 0.90886 -1.93715 -2.91751
H -0.11455 1.89873 -0.31277
C -4.44279 4.55339 3.87940
H -2.75045 -6.04072 -2.38537
H 2.43283 -3.96609 1.49425
H 3.01201 -0.91250 2.76518
C 2.91531 -0.58909 -0.68937
H -5.50191 4.61002 4.03212
H 0.19558 4.22575 1.38244
C -5.12659 -2.53933 -1.28144
N -1.62918 0.59771 -0.49860
C -2.05286 2.96032 -0.11719
C -0.37348 6.19223 0.66451
H -6.17142 -2.72216 -1.42292
C -3.69545 5.73980 4.08294
H -4.48004 2.47765 3.34911
O 2.36314 -2.74462 7.13294
H 4.65539 -0.92842 -1.97264
C -4.12751 -3.53698 -1.41875
C -0.34822 0.60536 2.29810
C 3.08065 1.82278 -4.08953
H 2.73547 -4.12136 -4.52900
S -6.03905 -5.50658 -1.09759
C -3.93085 1.49714 -0.41453
H 2.67280 3.27273 1.09977
C -0.45181 4.84834 0.76386
C 4.91807 2.60421 -0.43135
C 2.47803 -0.59130 0.68336
C -2.43741 3.29521 3.56848
N 3.63284 3.19577 -0.76991
H -6.83536 -0.39914 -0.54300
C 2.90428 -2.89139 6.07033
H -2.06810 -3.97101 -1.23637
H 6.20512 -1.14812 -0.18324
H 5.76028 3.33101 -0.42876
S -0.21429 -3.49937 0.91967
C -5.34983 1.15494 -0.38192
C 0.43677 -1.06059 -3.94010
H 4.79706 2.20235 0.54982
H 2.19254 -3.23749 -1.08962
C 5.10541 -0.93303 0.11290
C -3.86955 3.38417 3.57668
H 2.60698 2.54564 -4.81624
H -1.43262 7.85706 -0.37205
H 3.88796 4.58320 0.73299
H -2.62815 -4.69345 1.22455
N -0.66202 1.80179 2.77831
C 2.18589 -3.21706 -4.48245
H 2.24951 -0.51400 -1.52724
C 2.22716 -3.03743 4.76369
N -1.91477 2.02814 3.25255
H -0.00053 0.88498 -3.09159
C 2.96417 3.04119 -1.91148
C -1.51375 4.33035 0.06428
N -2.48012 -1.90352 -0.78356
S 1.31714 3.50827 -2.18177
H -6.02011 1.90113 -0.09882
C -1.31443 6.76852 -0.12037
C -4.51614 -4.93142 -1.69561
H -4.03165 -8.17288 -2.23899
H -4.18034 6.66650 4.29738
C -4.47042 -7.23856 -1.97407
N 1.08287 -0.43737 0.86536
H -6.40007 -7.87631 -1.23724
H 5.85676 2.70881 -3.33673
N 0.95792 0.48322 1.91175
C 0.86255 -1.37510 -5.21107
H -4.12748 3.63328 -0.13427
C -3.76822 -6.01177 -2.09506
H 3.26633 -4.32573 -2.09986
C -1.67020 4.44234 3.72043
C 4.90889 3.23188 -3.37445
H 4.67414 3.58247 -4.44084
H -1.39169 -0.16514 -3.26536
C 1.68628 -2.47756 -5.51172
C -1.19129 1.84282 -0.30752
W -0.47923 -1.28120 -0.17717
C 1.99305 -3.64541 2.44337
O 4.25711 -2.83252 6.05460
H 2.21022 4.69118 0.17535
H 1.94296 -2.67162 -6.55644
S -1.65858 -0.67166 2.08297
H 0.48870 6.65994 1.07177
C -2.97764 0.43761 -0.58292
H 5.43711 -1.00948 2.22688
H 2.31620 1.06152 -3.83115
C -2.83141 -3.19014 -1.10691
S -2.34355 5.64726 -0.69431
N 3.70044 2.48978 -2.97016
C -4.78456 -1.19058 -0.94285
C 4.71790 -0.87799 1.40396
C -5.75829 -0.12549 -0.62787
C 3.33453 -0.81449 1.72885
C 2.23831 -3.80674 -2.02206
H 1.55135 -4.66845 -1.91972
C 1.78582 -2.98322 -3.17524
C 0.63738 -3.43674 2.52511
H -1.78439 6.61296 3.93395
H 4.51317 -2.81473 5.14440
C -5.71989 -7.09418 -1.54695
C -3.43582 -0.88715 -0.78623
H 5.09182 1.72439 -1.04932
C 3.05511 3.98502 0.38575
H 0.64076 -2.33245 5.78408
C 2.74249 -3.49919 3.59899
C -2.33864 5.69124 3.95848
H 3.82346 1.24741 -4.62023
C -3.44283 2.78667 -0.17999
C 0.06077 -2.95910 3.77271
C 4.30456 -0.85470 -0.98317
N 0.34191 -1.73533 -1.64403
H -2.57320 1.25298 3.23502
H 3.78216 -3.70254 3.46338
C 0.87887 -2.72995 4.84374
H -3.60574 -4.10148 2.30991
H -0.58845 4.34552 3.60508
H -0.97794 -2.77616 3.82719
H 5.22292 4.07120 -2.76037
O -3.57490 -4.53632 1.42094
H 0.44747 -0.83766 -6.02850
C -0.44805 0.09662 -3.72927
H -0.60571 0.60791 -4.63905
*
```

Atom charges from the Löwdin analysis, given in e for atoms 1 to 4:
1. C -0.251
2. H 0.081
3. C -0.114
4. H 0.104